[1]
C30H48P2Sn | ωB97M-V/def2-TZVPD

Energy in eV: -56275.6041
2S+1: 1
Net charge: +2
Relative energy (zero: lowest compared OMol25 entry of this formula, charge and spin) in eV: 5.102

```
81
Properties=species:S:1:pos:R:3:forces:R:3
H 1.0240 2.4683 -3.0826 -0.1193 0.0273 -0.0764
C -2.8219 1.5246 -2.7702 0.2565 -0.4706 0.2033
H 2.0178 -5.1066 1.2876 -0.4204 -0.0846 -0.2780
H 0.0571 1.9978 0.8138 -0.0126 -0.2031 0.2024
H 1.2540 -5.7162 -0.1875 0.0980 0.2249 0.2718
C -1.3524 0.7787 3.5583 -0.1950 -0.0136 0.3571
C 3.4635 1.6785 2.6744 0.0051 -0.3745 -0.5514
H -2.1171 0.8984 -3.3342 -0.2076 0.2827 0.0864
H 2.9101 -0.2489 -1.0705 0.1774 0.0258 -0.1076
Sn 1.4745 -1.9820 0.8371 -2.2097 2.2395 3.6098
H -3.0477 -1.8494 1.4958 -0.1904 0.1088 0.5388
C 2.6948 2.8309 2.8405 -0.0379 0.0333 0.0967
H 3.7485 -1.8266 -1.1357 -0.6006 0.1644 -0.1429
C 1.4902 2.9580 2.1344 -0.0341 -0.4550 -0.4470
C 1.7542 0.7267 1.2820 0.1567 -2.3381 -1.7817
H 0.0461 -4.1830 2.0339 -0.0128 0.0917 -0.4489
H 0.5678 -0.2244 -3.3855 0.1668 -0.4304 -0.1894
C -0.3031 -2.6174 -1.1211 -1.9706 -0.2106 -0.5273
H -3.8096 2.8445 0.9109 -0.0107 0.0686 -0.2097
H -1.0460 4.7844 1.5433 -0.1232 0.0495 -0.1382
H 0.0890 -1.8381 -4.0172 0.2696 0.2050 0.1255
H 4.4126 1.5480 3.1996 -0.2575 0.1979 -0.1990
C 1.0034 1.8833 1.3393 0.1605 0.8876 0.6582
H 0.7588 -5.5648 -2.1030 0.0125 0.4632 -0.1411
C 1.1723 -2.0980 3.0981 0.7949 1.1824 -0.0207
H 0.1838 3.6445 -4.0916 -0.0273 -0.2102 0.0142
H -1.2565 -4.5679 -1.5056 0.1045 0.4899 0.2158
C 3.0223 0.6532 1.7976 0.8237 0.8760 1.3809
H -0.9850 -1.8003 -1.3808 0.0088 -0.0768 0.3207
H -4.6175 3.7914 -0.3409 0.1487 -0.1028 0.0034
H -0.4302 1.3629 3.4681 -0.2645 -0.0477 0.2189
C -0.2637 -1.8912 3.6645 0.0241 -0.2440 -0.7018
H 0.3916 5.9885 -0.9475 -0.0159 -0.2697 0.1588
H -2.1944 1.3424 3.1316 0.2717 0.0635 0.2654
P 1.4145 -1.9342 -1.9990 0.1877 -1.9077 0.2581
C -0.4096 -2.9660 0.3258 0.9808 1.3259 0.5028
H 3.0423 3.6338 3.5142 -0.2716 -0.5238 -0.4881
C -2.9166 -1.3365 2.4642 0.0536 -0.0249 0.2646
H -0.8183 -2.8497 3.7562 0.3321 0.5251 -0.1444
H -3.5579 -0.4374 2.4835 0.0370 -0.5658 0.0261
P -1.1833 -0.7159 2.5537 0.1210 0.0629 -0.8393
C -1.7623 5.0623 0.7571 -0.0766 0.3819 0.3989
H 1.3546 4.5704 -0.5117 -0.2493 -0.1489 0.0778
H -0.2361 -1.4332 4.6698 0.2163 -0.3403 -0.3174
H -2.7650 5.0276 1.1909 0.1946 0.0577 -0.0329
H 0.9213 3.8949 2.1987 0.2002 -0.4435 0.0253
H -3.5173 1.9681 -3.5026 0.1168 0.0877 0.2376
C 0.7066 -4.5095 -2.4171 0.8857 -0.5316 -0.2081
H 3.2275 -3.6488 -0.1057 -0.3031 -0.9878 -0.2616
C -2.6194 3.2062 -0.8255 0.9278 4.3622 4.2845
C 1.3797 -4.8186 0.4330 0.4931 -0.4857 0.5837
C -1.6673 4.1702 -0.4128 -3.8632 -1.9375 0.8420
C 0.0063 -4.3074 0.9370 -0.6568 -0.4821 -0.1711
H -3.4163 0.8689 -2.1187 0.0674 0.2309 -0.1558
C 0.6352 4.9606 -1.2484 -0.3472 0.2466 -0.8123
H 3.5274 -0.8926 -2.6168 -0.3674 -0.1221 0.1625
H -1.3205 -2.5389 0.7581 0.5156 -0.2237 -0.1815
C 0.0310 2.7826 -3.4295 0.5180 -0.0120 -0.4338
H 3.6918 -0.1873 1.5893 -0.2274 0.2049 0.3205
H -4.3909 2.0499 -0.5646 -0.0165 0.1826 0.1255
H 1.8054 -1.2314 3.3866 -0.3681 -0.5758 0.0263
C -0.5772 4.1253 -1.3264 1.1565 -0.4257 -0.7054
C -0.8509 3.1296 -2.2966 -1.6092 -1.5613 -0.4518
H -0.7530 -5.0861 0.8091 0.0548 -0.0361 -0.2352
H 2.8156 -3.8509 -2.4230 -0.2828 -0.2531 0.2953
C -0.6042 -3.8476 -2.0124 0.0711 0.5894 -0.9803
C 1.8969 -3.6920 -1.8340 0.2643 -0.1747 -1.7350
H 1.1424 5.0011 -2.2198 -0.0165 -0.1256 0.2581
H -1.5568 0.5120 4.6007 -0.0461 0.3882 -0.0483
H 1.7717 -1.2307 -4.2699 -0.4203 -0.0076 0.2388
C -2.1161 2.5613 -1.9881 3.6016 -0.3080 -3.7852
H -3.1551 -2.0168 3.3023 -0.1685 0.3599 -0.4401
H 1.6467 -2.9783 3.4822 0.2501 -0.5480 0.3030
H -0.3900 1.9745 -4.0310 0.0586 0.1435 0.0050
H -1.5499 6.1027 0.4810 -0.0717 -0.1398 0.1002
H 0.7808 -4.5269 -3.5164 0.2121 0.0160 0.3935
H -1.1515 -3.5167 -2.9115 0.1769 -0.2198 0.2624
C 0.9137 -1.2595 -3.5761 -0.2077 0.2572 -0.5610
C -3.9204 2.9573 -0.1753 -0.3088 -0.3841 0.0884
C 3.0439 -1.1579 -1.6600 0.4097 0.7879 -0.0218
C 2.1595 -3.7786 -0.3374 1.0059 1.1367 0.1627
```
Forces are in eV/Å.

Atomic partial charges in e from the Löwdin method, atoms 1 to 4:
1. H 0.092
2. C 0.026
3. H 0.130
4. H 0.081

[2]
C30H49B2F8N4O4Tl | ωB97M-V/def2-TZVPD

Energy in eV: -73843.2049
2S+1: 1
Net charge: 0

```
98
Properties=species:S:1:pos:R:3:forces:R:3
C -36.7704 -0.9321 9.0681 -0.4914 -0.8206 -0.7453
C -32.2626 -5.1280 4.0637 -1.5172 0.0027 2.0797
C -36.4487 -5.0645 4.6261 -0.7098 -0.6827 -0.9071
F -33.7174 3.3747 7.8496 0.0514 0.7066 -0.3979
H -31.8247 3.8669 2.8922 -0.2106 -0.1661 -0.0197
H -34.3413 -7.2725 10.0494 -0.2297 -0.5586 -0.2312
Tl -33.6333 1.4788 5.7635 -0.2869 -0.0827 0.5573
H -30.0004 -0.6517 4.4082 0.4550 0.2835 0.2106
H -32.5524 -4.2149 2.0601 0.0446 0.3085 0.4632
H -37.3823 -2.6677 2.6910 0.4236 0.3016 -0.0394
C -31.1700 -6.1221 4.4369 0.2994 -0.4928 -1.3671
C -36.7596 -3.3225 3.2805 1.0923 0.3224 0.1609
H -33.4136 -5.6616 2.3171 0.4137 -0.8051 -0.1670
B -32.3850 -1.5657 6.2484 -0.9442 -0.3081 -1.1555
H -37.0066 0.2116 5.9775 -0.2806 -0.5233 -0.5697
C -27.6986 -1.8783 8.4427 -1.0566 -1.2398 0.4329
O -35.5265 -0.3113 7.1579 0.8513 0.5537 -0.5847
H -38.3803 -4.4511 3.8299 0.0552 -0.3961 0.4527
H -33.1539 -4.8447 6.9304 -0.2785 0.1379 0.1415
C -32.9549 -6.9143 7.1025 -0.8694 -1.0600 0.9809
F -34.4632 2.7005 9.9135 -0.2605 0.4333 0.3899
O -31.0573 2.8451 6.2472 0.6812 -0.8107 0.8434
C -31.0047 2.7517 1.1359 0.3354 -0.7088 -0.3142
C -31.5566 1.3386 0.9614 0.3412 -0.9002 -0.9322
B -33.3901 2.7179 9.0565 0.0697 -0.6429 0.1112
C -31.6636 0.6635 2.3223 0.7761 1.9499 -0.2510
N -29.5814 -2.6822 4.6026 1.4665 0.5472 -0.7553
F -33.6100 -2.0573 5.8137 -0.1854 -0.6076 0.6398
H -29.7031 -2.2728 11.0508 -0.6769 0.1359 -0.2908
H -30.5801 0.9001 6.5198 -0.8963 -0.5847 0.6721
N -37.3873 -4.3354 3.9218 0.8221 0.3238 0.3621
H -31.3939 3.4576 0.4036 -0.5529 0.0719 0.3896
H -29.9342 2.7636 0.9237 0.0514 -0.1150 0.1811
H -32.2877 -4.1323 4.5144 0.7816 0.1465 -0.1837
C -27.3604 -2.6109 4.8930 0.1225 0.2959 -0.3136
N -28.9153 -1.9899 7.8345 1.0103 1.0626 0.9094
O -31.7507 1.8209 3.2401 -1.3379 -1.2942 -0.1396
H -32.5181 1.3626 0.4485 -0.1093 -0.0368 0.1940
C -35.1898 -4.5961 4.2782 -1.2420 0.0712 1.5610
H -37.0399 -1.9409 9.3832 0.1815 0.0446 0.3005
H -28.4307 -4.5161 4.7153 -0.2090 0.0395 0.0597
N -33.4120 -5.6698 7.4519 0.6588 0.4791 -0.9480
C -27.8630 -1.2950 4.7991 0.5849 1.2122 -0.1413
H -30.5554 -2.9427 4.6039 0.2096 -0.4111 -0.0518
H -36.8581 -1.6196 6.1769 0.2047 0.0387 -0.1731
F -32.2135 3.2016 9.6399 -0.0758 0.3522 -0.1799
H -28.3516 3.0189 6.3993 -0.4529 0.2373 0.1633
C -28.7798 2.0147 6.4127 1.1599 1.0301 -0.1598
H -30.9016 -1.7730 8.5368 0.0849 -0.4022 -0.0031
H -34.6600 -2.7150 3.1742 0.1890 -0.1069 0.1027
F -31.4890 -2.6186 6.5231 -0.0478 0.0128 -0.1681
F -32.4668 -0.7250 7.3264 0.0695 0.2407 0.6085
C -34.0151 -7.0327 9.0470 -1.2671 1.2199 1.5774
C -32.4744 -5.1713 2.5833 1.4265 0.4828 -0.8330
C -37.7001 -0.5077 7.8882 0.3756 1.0742 0.4167
C -31.2320 2.9928 2.6267 1.2257 0.1879 0.1348
H -27.1814 -2.2714 10.5729 0.0340 0.3003 -0.0113
H -26.3207 -2.8752 4.9986 -0.1002 -0.2126 0.0160
H -34.5475 -4.8806 9.1522 0.2126 0.2478 -0.2843
H -31.6480 -7.0911 4.5912 0.1955 -0.0403 -0.2292
H -29.6819 -5.2550 3.3326 0.6462 -0.3171 -0.8158
C -35.3965 -0.9153 8.4040 0.7332 -1.7616 1.3161
H -36.7375 -0.2585 9.9213 -0.5937 0.0638 -0.0853
C -34.0782 -5.7051 8.6456 0.6588 -1.5313 -0.2298
C -29.8737 -1.9811 8.8025 -2.0034 -0.0468 -1.1460
O -31.2459 -5.7653 2.0814 -0.6271 -0.5109 -0.3940
H -26.8311 -1.7672 7.8131 0.2285 -0.1182 0.3354
H -32.4801 -0.0522 2.2400 -0.4473 0.3780 1.1074
C -35.3823 -3.4099 3.5691 -1.7842 0.5912 -1.8725
H -30.7628 0.1264 2.6187 0.0600 -0.0920 -0.2709
H -30.9085 0.6815 0.3755 -0.0024 0.3137 -0.3847
F -31.9837 -0.7816 5.1206 0.9521 0.2696 -0.1387
H -34.6301 -0.5117 9.0655 -0.0946 0.9965 -0.5658
H -37.8546 0.5505 8.1122 -0.2182 0.1350 -0.5927
C -30.2720 1.9217 6.7622 0.6455 0.5377 -2.1946
H -36.8394 -5.8819 5.2106 0.5364 -0.1861 0.0581
H -29.8908 -7.0519 2.8849 0.4291 0.2353 0.0262
H -38.6923 -0.9316 7.7390 0.1678 -0.4810 0.4329
H -27.3514 -0.3454 4.8471 0.3609 -0.2061 -0.0099
F -33.1433 1.3899 8.6553 0.4336 -0.8405 -0.4003
C -33.4096 -7.8070 8.0701 1.4648 0.4694 -0.8060
H -28.9658 -1.9558 6.8262 -0.7616 0.2370 -0.1149
H -32.3212 -7.2141 6.2845 -0.2716 0.7465 -0.0534
C -29.1958 -1.3540 4.5682 -1.7091 -0.8652 0.3096
H -34.2354 -4.9838 4.5940 -1.9407 0.6843 0.3625
C -27.9479 -2.0957 9.8341 1.0826 0.2219 -0.2510
C -36.8023 -0.6310 6.6388 -0.4138 1.1204 1.1739
H -30.2174 3.1166 3.0199 -0.1566 0.4086 0.4223
H -28.1205 1.4663 7.0832 -0.3671 -0.4175 0.0716
H -30.5120 -5.9542 5.2883 -0.3131 0.4505 0.1667
H -33.1122 -8.8430 8.0883 -0.2499 -0.0481 0.1289
C -28.4340 -3.4393 4.7060 -0.5926 -0.5406 0.7170
C -29.3181 -2.1348 10.0554 1.9224 0.0263 0.1854
C -30.3481 -6.0973 3.1345 -1.0675 0.3558 0.6896
H -30.2436 2.0206 7.8739 -0.6472 0.1076 0.8189
H -35.0122 -1.9411 8.3009 -0.3201 -0.2136 -0.4771
H -33.1960 -5.5083 4.4943 1.8312 -0.7169 -0.0583
H -28.6406 1.6676 5.3870 -0.2398 -0.3008 -0.0260
```
Forces are in eV/Å.

Atomic partial charges in e from the Löwdin method, atoms 1 to 4:
1. C -0.131
2. C -0.197
3. C -0.100
4. F 0.019

| no. | HOMO-LUMO gap (eV) | LUMO (eV) |
| --- | --- | --- |
| 1 | 3.30 | -8.8 |
| 2 | 1.90 | -6.1 |